Formula: C38H80B2I2O25P5
Source: OMol25
Level of theory: wB97M-V/def2-TZVPD

Cartesian coordinates (Å):
C 0.536 5.503 -0.056
C -0.325 6.561 -0.851
B -1.633 5.975 -1.595
O -2.544 6.959 -2.152
B -2.031 4.357 -1.836
C -3.096 3.785 -0.692
I -3.340 5.294 0.903
C -4.481 3.313 -1.273
C -5.581 3.188 -0.119
I -4.380 1.295 -2.137
O -2.500 4.343 -3.269
C -1.789 3.392 -4.021
P -1.593 3.701 -5.849
O -1.789 5.118 -6.247
O -2.733 2.727 -6.612
O -0.106 3.190 -6.451
C -0.482 3.039 -3.133
O 0.479 4.067 -3.386
O -0.142 1.683 -3.433
C -0.062 0.892 -2.260
O -0.941 0.148 -1.951
C 1.195 1.062 -1.367
C 2.266 1.904 -1.877
C 3.474 2.167 -1.098
C 3.572 1.540 0.207
C 2.512 0.660 0.717
C 1.315 0.409 -0.056
O -0.962 3.326 -1.880
H 1.170 4.908 -0.769
H 1.276 6.084 0.574
H -0.058 4.867 0.643
H -0.703 7.307 -0.081
H 0.328 7.173 -1.540
H -2.903 7.434 -1.382
H -2.601 2.882 -0.232
H -4.926 4.013 -2.024
H -6.009 4.174 0.175
H -6.443 2.586 -0.534
H -5.173 2.586 0.730
H -2.352 2.404 -4.011
H -2.555 1.806 -6.331
H 0.310 2.643 -5.751
H 0.823 4.036 -4.297
H 2.192 2.373 -2.878
H 4.236 2.846 -1.535
H 4.492 1.748 0.801
H 2.655 0.215 1.731
H 0.513 -0.264 0.333
O -3.382 0.220 -12.806
P -4.542 -0.071 -11.883
O -3.811 0.238 -10.431
C -2.995 1.394 -10.244
C -3.779 2.522 -9.603
O -4.435 -1.715 -11.893
C -3.814 -2.394 -12.979
C -2.364 -2.696 -12.656
O -5.999 -0.310 -11.078
C -6.722 0.794 -10.552
C -7.025 1.852 -11.591
H -2.549 1.737 -11.178
H -2.179 1.103 -9.580
H -4.567 2.878 -10.274
H -3.126 3.366 -9.373
H -4.253 2.191 -8.678
H -3.909 -1.823 -13.904
H -4.355 -3.332 -13.129
H -1.828 -1.808 -12.316
H -1.846 -3.101 -13.529
H -2.299 -3.425 -11.845
H -6.192 1.208 -9.693
H -7.664 0.396 -10.165
H -6.109 2.225 -12.062
H -7.546 2.695 -11.134
H -7.654 1.442 -12.383
O -3.676 -5.006 -0.276
P -2.371 -4.809 0.461
O -2.958 -4.755 2.015
C -3.930 -5.688 2.467
C -3.282 -6.842 3.211
O -2.188 -3.203 0.189
C -2.813 -2.573 -0.933
C -4.132 -1.948 -0.525
O -0.804 -4.743 1.074
C -0.224 -5.874 1.704
C -0.243 -7.112 0.831
H -4.543 -6.070 1.650
H -4.593 -5.150 3.148
H -2.660 -7.438 2.538
H -4.042 -7.501 3.639
H -2.645 -6.476 4.018
H -2.940 -3.278 -1.757
H -2.138 -1.792 -1.287
H -4.773 -2.655 0.009
H -4.675 -1.577 -1.397
H -3.961 -1.113 0.158
H -0.708 -6.050 2.667
H 0.814 -5.613 1.927
H -1.261 -7.367 0.518
H 0.177 -7.964 1.370
H 0.344 -6.950 -0.075
O 2.633 1.390 4.736
P 2.401 2.606 5.605
O 1.534 1.888 6.826
C 1.941 0.644 7.382
C 2.745 0.849 8.654
O 1.167 3.268 4.755
C 1.003 2.973 3.366
C 0.007 1.847 3.177
O 2.395 4.047 6.476
C 3.215 4.203 7.623
C 4.678 3.928 7.346
H 2.515 0.046 6.675
H 1.032 0.087 7.619
H 3.693 1.349 8.438
H 2.970 -0.111 9.127
H 2.196 1.467 9.366
H 1.962 2.743 2.899
H 0.625 3.876 2.881
H 0.248 0.980 3.797
H -0.026 1.530 2.134
H -0.994 2.169 3.474
H 2.833 3.584 8.438
H 3.104 5.240 7.950
H 4.828 2.922 6.940
H 5.264 4.023 8.262
H 5.067 4.635 6.610
O 4.450 -3.831 7.926
P 5.751 -4.183 7.242
O 6.625 -2.826 7.633
C 6.604 -2.290 8.950
C 7.798 -2.767 9.757
O 5.320 -3.788 5.707
C 3.947 -3.777 5.318
C 3.380 -2.376 5.416
O 7.129 -4.844 6.539
C 8.188 -5.335 7.345
C 7.735 -6.372 8.351
H 5.680 -2.531 9.477
H 6.649 -1.204 8.851
H 7.747 -3.845 9.927
H 7.827 -2.274 10.732
H 8.732 -2.555 9.234
H 3.367 -4.488 5.908
H 3.900 -4.115 4.279
H 3.575 -1.924 6.391
H 2.302 -2.378 5.244
H 3.848 -1.722 4.676
H 8.704 -4.501 7.827
H 8.914 -5.791 6.667
H 6.948 -5.980 9.004
H 8.573 -6.692 8.973
H 7.327 -7.247 7.841

Cartesian forces, eV/Å:
1.02 1.07 -0.28
-0.08 0.17 0.99
0.46 1.44 -0.28
0.30 -0.80 1.20
-0.13 0.18 -0.45
-0.38 -1.53 -1.19
0.02 -0.48 -0.21
-1.22 1.11 2.05
-0.43 -1.12 -1.16
0.23 0.98 0.06
0.20 -0.81 -1.88
-0.43 -2.03 1.21
-0.82 2.29 -1.36
0.12 -1.54 0.15
1.96 0.17 1.31
-1.25 -0.53 1.87
-3.21 3.60 -0.49
1.01 -1.34 -0.27
0.82 0.12 1.56
0.85 0.21 1.50
0.20 0.00 -0.65
1.38 0.64 -0.08
0.56 -0.63 1.65
-2.29 -1.56 0.67
-1.07 -0.04 -1.19
0.16 0.95 -1.43
1.40 1.22 -0.89
1.98 -2.38 -0.44
-0.90 0.17 0.76
-0.66 -0.66 -0.41
0.35 0.32 -0.81
0.31 -0.53 -0.78
-0.62 -0.69 0.50
0.29 0.22 -0.51
-0.60 1.10 0.08
0.89 -0.78 0.25
0.71 -0.71 -0.02
0.78 0.63 0.42
-0.32 0.80 -0.48
0.41 0.77 -0.07
-0.34 0.40 -0.25
-0.10 -0.02 -0.65
-0.32 0.06 0.30
-0.16 -0.44 0.92
-0.51 -0.67 0.63
-0.97 -0.36 -0.33
-0.28 0.39 -1.02
0.75 0.76 -0.50
-2.95 2.26 -1.42
4.35 -5.41 4.96
-0.74 0.90 -0.66
0.31 0.39 0.34
-0.15 -0.01 -0.10
-0.98 0.38 -0.57
0.27 -0.12 -0.07
0.21 -0.05 0.18
-0.15 1.65 -2.75
-0.36 0.37 0.42
-0.09 -0.09 -0.13
-0.05 -0.23 -0.10
-0.05 -0.12 -0.02
0.04 0.03 -0.05
-0.04 -0.08 0.05
0.11 0.07 0.02
0.12 0.06 0.09
-0.10 0.08 0.15
-0.14 0.07 -0.19
-0.04 -0.02 0.02
-0.05 -0.03 -0.08
0.19 0.02 -0.11
0.12 -0.19 -0.10
0.04 0.08 0.10
0.07 0.00 -0.04
0.01 0.01 0.04
2.24 -3.15 -1.16
-2.61 7.30 3.91
0.42 -1.24 -0.31
-0.26 -0.07 0.31
0.08 -0.04 0.00
0.85 -0.95 -0.47
-0.29 0.35 -0.26
-0.16 -0.08 0.29
-0.47 -2.17 -2.26
0.32 -0.28 0.36
0.08 0.03 -0.12
0.07 0.16 -0.13
0.04 0.10 -0.05
-0.04 -0.04 0.01
0.02 0.05 -0.04
-0.06 0.01 0.01
-0.10 -0.06 0.15
0.08 -0.09 0.19
0.08 -0.15 -0.20
0.07 -0.03 0.09
0.04 0.04 -0.15
-0.19 -0.01 -0.07
-0.09 0.18 -0.11
-0.04 -0.05 0.10
-0.06 0.00 -0.04
-0.01 0.00 0.04
3.72 1.36 0.74
-8.62 -0.88 -0.06
1.30 0.10 0.29
-0.11 -0.31 0.29
0.06 0.05 0.05
1.22 0.60 0.17
-0.25 -0.20 -0.42
-0.24 -0.15 0.13
2.80 -0.81 -1.24
0.15 0.19 0.50
0.05 0.10 -0.10
-0.09 0.15 -0.17
-0.06 0.08 -0.09
0.02 -0.05 0.01
-0.02 0.02 -0.06
-0.02 -0.05 -0.01
-0.06 -0.09 0.07
0.03 0.05 0.20
0.21 0.06 -0.09
-0.02 0.09 0.02
0.04 0.07 -0.09
0.00 -0.18 -0.10
-0.12 -0.02 -0.20
-0.01 -0.07 0.10
0.00 -0.06 -0.05
-0.02 -0.02 0.03
0.98 -3.55 1.56
0.26 7.21 -4.64
0.21 -1.03 0.83
0.12 0.35 0.26
0.06 -0.08 -0.01
0.25 -1.25 0.28
-0.37 0.24 -0.06
0.06 0.25 -0.05
-1.70 -1.95 1.84
0.56 -0.14 0.17
-0.06 -0.11 -0.08
-0.10 -0.06 -0.19
-0.04 -0.02 -0.12
-0.01 0.02 0.05
-0.03 -0.02 -0.05
-0.03 0.05 0.02
0.05 0.12 0.08
0.21 -0.01 0.04
-0.05 -0.25 0.05
0.04 0.01 -0.03
-0.08 -0.05 -0.02
-0.17 0.08 0.08
-0.18 0.08 -0.13
0.06 0.07 0.08
-0.07 0.02 0.02
0.03 0.03 0.01

Results
E_tot, eV: -155894.27191
Orbital gap, eV: 4.64
Spin multiplicity: 1
E_HOMO, eV: -4.55
Total charge: -1